Entry 1:
84
Properties=species:S:1:pos:R:3:forces:R:3 method="wB97M-V/def2-TZVPD" max_force_ev_per_a=0.9 orbital_gap_ev=7.19 energy_ha=-3439.53503
H -3.503668 -1.827471 5.678495 0.0 0.0 0.0
C 3.356569 2.783979 -0.047869 0.0 0.0 0.0
H 1.861529 3.658679 -2.974247 0.0 0.0 0.0
C 1.235980 -1.500528 -0.417752 0.0 0.1 -0.1
S -2.561919 1.615420 2.713303 -0.2 0.3 0.1
H 2.867585 -3.049956 2.174259 0.0 0.0 0.0
C 0.911400 2.750938 -1.256332 0.0 0.0 0.0
H 4.378607 2.678405 0.320407 0.0 0.0 0.0
N -2.196713 2.100802 -0.110190 0.8 0.1 -0.2
H 0.005903 2.737013 -1.856918 0.0 0.0 0.0
H 2.335668 1.148747 0.900442 0.0 0.0 0.0
H 0.432643 -2.251516 -0.429674 0.0 0.0 0.2
H 2.878106 -1.036012 0.890821 0.0 0.0 0.0
H -3.052465 -0.232986 3.463833 0.0 0.1 0.1
N -3.118691 -1.228956 3.688255 0.1 -0.1 -0.1
H -1.421407 1.670999 -2.747017 0.0 0.0 0.0
H -3.673831 -2.342916 -0.447749 0.0 0.0 0.0
H -3.731443 -0.480407 0.791883 0.0 0.0 0.0
H 0.133274 -3.549687 3.493720 0.0 0.0 0.1
H 3.841697 2.759381 -2.131529 0.0 0.0 0.0
C 3.296410 -2.954291 -0.859529 0.0 0.0 0.0
H 3.733871 -3.543934 -1.666876 0.0 0.0 0.0
C 2.623929 -3.851322 0.171510 0.0 0.0 0.0
H 1.945297 1.087214 -2.097402 0.0 0.0 0.0
C 0.392200 0.803789 -4.567681 0.0 0.0 0.0
C 1.915774 3.725097 -1.883839 0.0 0.0 0.0
H -0.961431 0.241872 -6.158200 0.0 0.0 0.0
H 2.848918 -1.091151 -1.841443 0.0 0.0 0.0
C 1.918581 -1.545989 0.958503 0.0 0.1 0.0
N -2.778243 -1.873265 -0.360054 0.0 0.1 0.0
H 3.317480 -4.622379 0.510718 0.0 0.0 0.0
C -0.517101 -0.306544 -2.439548 0.3 0.0 0.0
H -1.191811 1.874810 -5.567072 0.0 0.0 0.0
H -2.234640 -2.341370 0.359753 0.0 0.0 0.0
N 1.299345 4.418939 4.680201 0.0 0.0 0.0
C 2.691171 1.400442 -0.099562 0.0 0.0 0.1
C -2.041172 -1.926010 3.339467 -0.1 -0.1 0.1
C -2.072065 0.353642 -4.302741 0.0 0.0 0.0
H 1.511437 -0.481355 -3.279491 0.1 -0.1 0.0
C -0.975446 0.852057 -5.251900 0.0 0.0 -0.1
C 2.138034 -3.004887 1.362237 0.0 0.0 0.1
H -3.018129 0.848431 -4.525775 0.0 0.0 0.0
H 1.795239 -2.420545 -2.300350 0.0 0.0 -0.1
C -0.814280 -4.074752 3.577274 0.0 0.0 0.0
H 1.623844 4.742563 -1.618511 0.0 0.0 0.0
Ir -1.329518 0.571773 0.944226 -0.4 -0.5 0.4
N -2.987161 -0.531159 0.099105 -0.2 0.1 0.0
H 1.186033 0.751773 -5.315273 0.0 0.0 0.0
H -3.276754 0.037237 -0.690364 0.0 0.0 0.0
C -1.677169 0.616712 -2.852135 -0.1 0.0 0.1
S -2.278184 4.393155 -1.678951 -0.1 0.1 0.0
C -2.111100 3.630671 5.004025 -0.1 0.2 0.0
C -0.975637 3.315542 4.209085 -0.1 -0.2 -0.2
H 1.785458 -4.376580 -0.295910 0.0 0.0 0.0
N -1.876889 -3.136020 3.894718 -0.1 0.0 -0.1
H 0.288349 -1.306605 -4.194243 0.0 0.0 0.0
H 3.434779 0.644287 -0.363302 0.0 0.0 0.0
H 0.564243 1.722810 -4.000219 0.0 0.0 0.0
H -0.951070 -1.297580 -2.267192 0.0 0.0 0.0
C -2.220393 3.089527 -0.745223 -0.1 -0.1 0.1
C 2.296657 -1.949100 -1.454402 -0.2 0.0 -0.1
H 3.943191 4.354351 -1.420371 0.0 0.0 0.0
C 3.352309 3.437464 -1.423535 0.0 0.0 0.0
S -0.832421 -1.397094 2.242429 0.1 0.0 -0.1
H 1.199916 -3.406401 1.754518 0.1 0.0 -0.1
H 0.614520 3.096617 -0.264258 0.0 0.0 0.0
N -3.045365 3.878706 5.629913 0.0 -0.1 0.0
H -0.747983 -4.794035 4.389971 0.0 0.0 0.0
C -4.032249 -1.618999 4.744475 0.0 0.0 0.0
C -1.079332 2.392935 3.203294 0.0 -0.2 -0.1
H 1.365462 -1.015114 1.728948 0.2 0.0 0.0
H 2.831007 3.416760 0.671722 0.0 0.0 0.0
H -2.627305 -3.475223 4.472668 0.1 0.0 0.1
C 0.272698 3.940537 4.473909 0.1 0.0 0.1
C 1.533331 1.359793 -1.121703 -0.1 0.0 0.1
C 0.491299 -0.393444 -3.625698 -0.1 0.0 0.0
H 4.125029 -2.425259 -0.381220 0.0 0.0 0.0
P 0.264866 0.060609 -0.767243 0.0 -0.2 -0.3
S 0.200774 1.833516 2.191814 -0.1 0.3 0.0
H -4.713152 -0.791183 4.921008 0.0 0.0 0.0
H -1.007681 -4.601789 2.641085 0.0 0.0 0.0
H -4.625211 -2.490892 4.458549 0.0 0.0 0.0
H -2.238127 -0.720209 -4.437059 0.0 0.0 0.0
H -2.543254 0.466954 -2.213014 0.0 0.0 0.0



Entry 2:
84
Properties=species:S:1:pos:R:3:forces:R:3 method="wB97M-V/def2-TZVPD" max_force_ev_per_a=0.5 orbital_gap_ev=6.37 energy_ha=-3439.48872
H -3.751797 2.584734 2.794639 0.0 0.0 0.0
H 5.005229 -1.316755 -4.717049 0.0 0.0 0.0
N 1.620790 -1.295323 2.719714 0.0 0.0 0.0
C -1.978883 -3.589000 -3.887575 0.0 0.0 0.0
H -0.672498 -4.410651 -0.444614 0.0 0.0 0.0
H -0.497322 -1.157689 -3.106568 0.0 0.0 0.0
H 1.426757 -6.275349 -0.510717 0.0 0.0 0.0
H -2.461122 4.125232 2.000473 0.0 0.0 0.0
C 4.279215 -2.744115 -3.284667 0.0 0.0 0.0
H 2.508955 -2.349737 -4.425460 0.0 0.0 0.0
H -0.213602 -5.834088 1.360593 0.0 0.0 0.0
P 0.864282 -1.781141 -1.336612 0.1 -0.1 -0.1
C -0.579834 -3.297003 -3.315748 0.0 0.0 0.0
H 3.034623 0.292841 -1.378034 0.0 0.0 0.0
C -1.945693 -1.879057 -1.737706 0.0 0.0 0.0
N -0.789746 -0.952005 1.261401 0.1 0.0 0.1
H -0.366754 -3.256814 0.822067 0.0 0.0 0.0
H -0.632142 5.697900 2.554778 0.0 0.0 0.0
H 4.545971 -3.069077 -2.274446 0.0 0.0 0.0
C 4.423489 -0.223807 -2.933584 0.0 0.0 0.0
C 0.105935 -4.028478 0.220073 0.0 0.0 0.0
H -4.068778 1.069706 1.954659 0.0 0.0 0.0
C 2.766467 -2.559305 -3.383949 0.0 0.0 0.0
H 0.948422 -4.754594 2.087711 0.0 0.0 0.0
H 2.273780 -3.501048 -3.144352 0.0 0.0 0.0
C 2.981798 -4.995270 0.300966 0.0 0.0 0.0
H -3.996582 -1.956346 -2.392659 0.0 0.0 0.0
C 0.003978 5.160954 -1.847421 0.0 0.0 0.0
C 5.029627 -1.459189 -3.634309 0.0 0.0 0.0
H -1.927271 -1.062758 -1.017889 0.0 0.0 0.0
H -1.843797 0.779578 1.555277 0.0 0.0 0.0
C 1.760344 -5.912903 0.466667 0.0 0.0 0.0
H 2.464135 -3.049683 1.100563 0.0 0.0 0.0
N -1.484124 3.918602 1.866696 0.0 0.0 0.1
H 0.396366 4.738297 1.477518 0.0 0.0 0.0
C 1.825853 3.536819 -1.946209 0.0 0.1 0.1
C -3.537544 2.014620 1.887750 0.0 0.0 0.0
H 1.357553 -4.069068 -1.515987 0.0 0.0 0.0
H 3.914914 -1.202348 -1.079784 0.0 0.0 0.0
H 3.634647 -5.081723 1.172480 0.0 0.0 0.0
H -3.134279 -0.526271 -2.925952 0.0 0.0 0.0
H -2.543953 -4.209401 -3.185682 0.0 0.0 0.0
H 2.764812 -0.757937 1.106455 0.0 0.0 0.0
H -2.166270 -2.790660 -1.175981 0.0 0.0 0.0
H 0.941568 -1.983325 2.422133 0.0 0.0 0.0
H -0.961659 5.647764 0.803964 0.0 0.0 -0.1
H -2.144987 -1.636968 -4.765452 0.0 0.0 0.0
N -2.123201 1.724271 1.775682 0.0 0.0 0.0
H -3.893685 2.562974 1.010805 0.0 0.0 0.0
C -1.499422 -1.478128 2.031809 -0.1 0.0 -0.1
C 0.430755 3.803882 -1.836871 0.0 0.0 0.0
H -1.881779 -4.169745 -4.806241 0.0 0.0 0.0
H 4.588780 -3.552411 -3.950240 0.0 0.0 0.0
C -2.743570 -2.292757 -4.125476 0.0 0.0 0.0
C -1.174461 2.643466 1.667332 0.0 -0.1 -0.1
H 1.770368 -0.660594 -3.161736 0.0 0.0 0.0
H 2.461023 -1.757812 3.045406 0.0 0.0 0.0
C 3.416021 -0.611434 -1.854160 0.0 0.0 0.0
Ir 0.487042 0.054644 0.061744 0.2 0.5 -0.2
C 2.253441 -1.386829 -2.499386 0.0 0.0 0.0
C -0.618516 5.073448 1.662689 0.0 0.0 0.0
H -0.246907 -4.166408 -2.744248 0.0 0.0 0.0
C 2.575731 -3.522572 0.122578 0.0 0.0 0.0
C -0.473336 2.770841 -1.655013 0.2 0.1 0.0
C 1.246691 -3.436310 -0.631144 0.0 0.0 0.0
S 0.449209 2.178641 1.303574 0.0 -0.1 0.0
H -3.671421 -2.481302 -4.666859 0.0 0.0 0.0
H 3.906513 0.411996 -3.656325 0.0 0.0 0.0
S -2.121137 2.838259 -1.441917 0.0 0.0 -0.1
N 1.936293 -0.444642 1.607753 0.0 0.0 0.0
H 6.081309 -1.572568 -3.365377 0.0 0.0 0.0
S -2.493777 -2.211846 3.062155 0.0 0.0 0.0
H 3.571920 -5.315486 -0.561233 0.0 0.0 0.0
H 2.133582 0.468187 2.010713 0.1 0.0 0.0
C -3.039403 -1.604935 -2.784209 0.0 0.0 0.0
H 2.031968 -6.798209 1.042519 0.0 0.0 0.0
S 0.262249 1.131533 -1.830296 -0.4 -0.2 0.3
C 0.611761 -5.160768 1.128127 0.0 0.0 0.0
H 3.368968 -2.991524 -0.400862 0.0 0.0 0.0
N -0.320155 6.266760 -1.838252 0.0 0.0 0.0
H 5.206563 0.396959 -2.498110 0.0 0.0 0.0
H 0.129766 -3.167546 -4.135511 0.0 0.0 0.0
N 2.951546 3.289532 -2.003079 0.0 0.0 0.0
C -0.591717 -2.025862 -2.444073 0.0 0.0 0.0